The following is a quantum chemistry calculation of a cluster of 2 separate species, C2H4BrNO3 in total, from the Open Molecules 2025 dataset.

Cartesian coordinates (Å):
C (-0.729, -0.293, 0.841)
C (0.330, 0.553, 1.435)
N (1.543, 0.357, -2.647)
O (0.447, 0.158, -2.196)
O (2.590, -0.291, -2.048)
O (0.887, 0.300, 2.443)
Br (0.709, 2.274, 0.690)
H (-0.776, -0.375, -0.232)
H (-0.501, -1.418, 1.124)
H (-1.639, 0.123, 1.360)
H (3.500, -0.095, -2.533)

Forces on atoms 1 to 2 (eV/Å):
-0.235 -2.354 0.836
0.401 -0.223 0.414

Computed properties:
Kohn-Sham gap (alpha / beta) = 8.728 / 7.858 eV
<S²> = 2.0086
Molecular weight = 169.96 g/mol
E_tot = -79808.2895 eV
2S+1 = 3
Charge = 0

natural (NBO) population analysis, charges in e, atoms 1 to 8: -0.7368 0.5096 0.2547 -0.2251 -0.5313 -0.4995 -0.0415 0.2584

---

The following is a quantum chemistry calculation of a cluster of 2 separate species, C3H7N3 in total, from the Open Molecules 2025 dataset.

Cartesian coordinates (Å):
N (1.259, 0.775, 1.516)
C (0.397, -0.247, 0.911)
C (-0.449, 0.213, -0.255)
N (-0.213, 1.458, -0.551)
C (-1.588, -1.908, -2.129)
N (-1.842, -2.732, -2.898)
H (1.020, 0.932, 2.487)
H (2.235, 0.505, 1.485)
H (-0.287, -0.694, 1.644)
H (0.987, -1.090, 0.526)
H (-1.299, -1.115, -1.403)
H (0.465, 2.001, -0.005)
H (-0.685, 1.902, -1.328)

Forces on atoms 1 to 2 (eV/Å):
0.113 -0.084 0.175
-0.095 -0.093 -0.063

Computed properties:
Kohn-Sham gap = 9.657 eV
Molecular weight = 85.11 g/mol
E_tot = -7692.4021 eV
2S+1 = 1
Charge = 0

natural (NBO) population analysis, charges in e, atoms 1 to 8: -0.8775 -0.3538 0.0905 -0.7288 0.0335 -0.3722 0.3717 0.3720

---

The following is a quantum chemistry calculation of a structure of composition C7H12N2, from the Open Molecules 2025 dataset.

Cartesian coordinates (Å):
C (-1.864, 0.934, 0.090)
C (-0.451, 0.332, -0.273)
C (0.802, 0.251, 0.693)
C (-0.046, -0.814, 1.355)
C (0.668, -1.638, -0.700)
C (1.470, -0.768, -1.676)
C (1.780, -0.617, -0.253)
H (-1.268, 2.379, 1.439)
H (-1.148, 2.821, -0.175)
H (-2.343, 0.398, 0.978)
H (-2.575, 0.824, -0.759)
H (-0.174, 0.748, -1.290)
H (1.050, 1.236, 1.133)
H (-0.768, -0.567, 2.186)
H (0.588, -1.585, 1.933)
H (0.835, -2.747, -0.638)
H (2.132, -1.429, -2.250)
H (0.906, -0.030, -2.289)
H (2.762, -0.911, 0.061)
N (-1.777, 2.333, 0.503)
N (-0.580, -1.149, -0.067)

Forces on atoms 1 to 2 (eV/Å):
0.500 -0.396 1.549
-1.040 0.773 -0.555

Computed properties:
Kohn-Sham gap = 9.803 eV
Molecular weight = 124.19 g/mol
E_tot = -10429.6942 eV
2S+1 = 1
Charge = 0

natural (NBO) population analysis, charges in e, atoms 1 to 8: -0.2174 -0.0777 -0.2536 -0.2508 -0.0764 -0.4325 -0.2632 0.3477

---

The following is a quantum chemistry calculation of a cluster of 2 separate species, C6H11NO2 in total, from the Open Molecules 2025 dataset.

Cartesian coordinates (Å):
C (-2.276, -0.345, -1.142)
C (-1.315, -0.207, 0.006)
C (-1.200, 1.191, 0.535)
C (-0.844, -1.280, 0.657)
C (-0.367, 1.599, 1.484)
H (-1.986, 1.864, 0.208)
H (-2.252, -1.350, -1.558)
H (-3.291, -0.133, -0.808)
H (-2.033, 0.367, -1.931)
H (-1.038, -2.277, 0.292)
H (-0.215, -1.202, 1.527)
H (-0.466, 2.573, 1.934)
H (0.432, 0.976, 1.852)
C (2.470, -0.130, -0.041)
N (1.576, -0.562, -0.968)
O (3.636, 0.248, -0.624)
O (2.341, -0.226, 1.154)
H (4.280, 0.452, 0.068)
H (0.727, -1.045, -0.703)
H (1.820, -0.514, -1.942)

Forces on atoms 1 to 2 (eV/Å):
0.388 -0.087 -0.184
-0.713 0.181 0.890

Computed properties:
Kohn-Sham gap = 9.664 eV
SMILES = C=CC(=C)C.NC(=O)O
Molecular weight = 129.16 g/mol
E_tot = -11985.0729 eV
2S+1 = 1
Charge = 0

natural (NBO) population analysis, charges in e, atoms 1 to 8: -0.6414 -0.0065 -0.2417 -0.4369 -0.3459 0.1983 0.2135 0.2243

---

The following is a quantum chemistry calculation of the molecule C13H25NO6Si, from the Open Molecules 2025 dataset.

Cartesian coordinates (Å):
O (-3.216, -6.619, -0.366)
O (-0.232, -2.744, -0.933)
O (-4.448, -6.097, 1.434)
O (1.924, 0.780, -0.284)
O (-0.320, 2.162, -0.696)
O (1.689, 3.266, 0.861)
C (-3.519, -5.802, 0.490)
C (-1.236, -2.824, -0.242)
C (-3.075, -4.490, 0.424)
C (-1.883, -4.189, -0.077)
N (-1.829, -1.727, 0.364)
C (3.526, -1.080, -0.277)
C (0.346, 0.764, -2.668)
C (1.221, 5.383, -0.495)
C (3.076, 0.191, 0.370)
C (0.204, 2.119, -2.009)
C (0.958, 4.495, 0.767)
C (-1.148, -0.402, 0.353)
C (-1.063, 0.169, 1.794)
C (0.090, 1.073, 2.042)
Si (0.816, 1.848, 0.457)
H (-4.762, -7.028, 1.249)
H (-3.653, -3.750, 0.843)
H (-1.298, -5.046, -0.453)
H (-2.824, -1.703, 0.575)
H (3.920, -0.815, -1.267)
H (4.268, -1.696, 0.336)
H (2.704, -1.755, -0.547)
H (1.004, 0.687, -3.543)
H (0.881, 0.092, -1.960)
H (-0.648, 0.326, -2.940)
H (2.324, 5.389, -0.624)
H (0.713, 4.891, -1.354)
H (0.859, 6.360, -0.450)
H (2.802, 0.088, 1.396)
H (3.881, 0.929, 0.356)
H (1.200, 2.582, -1.915)
H (-0.391, 2.828, -2.687)
H (1.303, 5.066, 1.691)
H (-0.090, 4.312, 0.934)
H (-1.600, 0.192, -0.447)
H (-0.132, -0.618, -0.066)
H (-2.026, 0.776, 1.786)
H (-1.127, -0.696, 2.547)
H (0.909, 0.473, 2.453)
H (-0.096, 1.841, 2.783)

Forces on atoms 1 to 2 (eV/Å):
-0.009 0.065 0.930
-0.165 -0.053 0.660

Computed properties:
Kohn-Sham gap = 9.525 eV
SMILES = CCO[Si](CCCNC(=O)/C=C/C(=O)O)(OCC)OCC
Molecular weight = 319.43 g/mol
E_tot = -35541.4075 eV
2S+1 = 1
Charge = 0

natural (NBO) population analysis, charges in e, atoms 1 to 8: -0.5847 -0.5887 -0.6763 -0.9453 -0.9266 -0.9097 0.7321 0.6288

---

The following is a quantum chemistry calculation of a structure of composition C4H12CsO3, from the Open Molecules 2025 dataset.

Cartesian coordinates (Å):
Cs (0.377, 2.093, 1.877)
C (0.366, -1.786, 1.539)
O (-0.275, -0.636, 1.041)
C (-1.127, -1.027, -0.037)
C (-1.789, 0.162, -0.667)
O (-0.860, 1.092, -1.194)
C (-0.577, 0.870, -2.575)
H (1.150, -2.129, 0.853)
H (-0.340, -2.606, 1.709)
H (0.869, -1.658, 2.501)
H (-1.855, -1.769, 0.307)
H (-0.480, -1.558, -0.749)
H (-2.390, 0.706, 0.074)
H (-2.525, -0.147, -1.416)
H (0.161, 1.608, -2.874)
H (-1.484, 0.992, -3.169)
H (-0.152, -0.125, -2.735)
O (3.322, 1.763, 1.781)
H (4.228, 1.509, 1.575)
H (3.380, 2.646, 2.159)

Forces on atoms 1 to 2 (eV/Å):
-0.203 -0.105 -0.261
0.679 -0.979 0.314

Computed properties:
Kohn-Sham gap = 10.053 eV
Molecular weight = 241.04 g/mol
E_tot = -11027.2700 eV
2S+1 = 1
Charge = +1

Löwdin population analysis, charges in e, atoms 1 to 8: 1.1734 -0.1119 -0.3574 -0.1993 -0.2142 -0.2370 -0.0725 0.1020

---

The following is a quantum chemistry calculation of a structure of composition C56H46AgF3GeOP3, from the Open Molecules 2025 dataset.

Cartesian coordinates (Å):
Ag (-0.075, 0.466, -0.332)
F (-0.558, -1.286, 3.973)
Ge (-0.254, -0.751, 2.286)
C (-2.224, -0.612, 1.867)
C (-2.807, -1.746, 2.463)
C (-4.172, -1.967, 2.500)
C (-5.020, -1.042, 1.917)
C (-4.470, 0.055, 1.281)
C (-3.094, 0.287, 1.227)
P (-2.686, 1.853, 0.294)
C (-3.918, 3.084, 0.983)
C (-5.158, 3.347, 0.399)
C (-6.058, 4.242, 0.964)
C (-5.746, 4.897, 2.143)
C (-4.529, 4.637, 2.751)
C (-3.631, 3.745, 2.183)
C (-3.639, 1.299, -1.273)
C (-3.762, -0.047, -1.601)
C (-4.259, -0.475, -2.828)
C (-4.656, 0.455, -3.773)
C (-4.527, 1.809, -3.482)
C (-4.013, 2.215, -2.262)
C (0.246, -2.559, 1.579)
C (0.773, -3.412, 2.552)
C (1.118, -4.723, 2.262)
C (0.917, -5.232, 0.988)
C (0.384, -4.409, 0.010)
C (0.072, -3.079, 0.288)
P (-0.642, -2.006, -0.998)
C (0.499, -1.970, -2.420)
C (0.178, -1.044, -3.416)
C (1.006, -0.874, -4.513)
C (2.178, -1.612, -4.620)
C (2.509, -2.523, -3.629)
C (1.671, -2.706, -2.535)
C (-2.004, -3.052, -1.637)
C (-3.072, -3.307, -0.774)
C (-4.159, -4.053, -1.197)
C (-4.198, -4.557, -2.492)
C (-3.142, -4.310, -3.355)
C (-2.051, -3.560, -2.931)
C (1.258, 0.396, 2.646)
C (1.457, 0.658, 4.008)
C (2.609, 1.225, 4.524)
C (3.654, 1.521, 3.619)
C (3.521, 1.345, 2.280)
C (2.233, 0.955, 1.660)
P (2.401, -0.195, 0.196)
C (3.469, -1.553, 0.780)
C (3.679, -1.804, 2.136)
C (4.484, -2.863, 2.535)
C (5.081, -3.691, 1.598)
C (4.885, -3.444, 0.245)
C (4.093, -2.381, -0.157)
C (3.470, 0.652, -1.014)
C (4.862, 0.664, -0.920)
C (5.625, 1.350, -1.853)
C (5.007, 2.035, -2.891)
C (3.623, 2.031, -2.991)
C (2.861, 1.341, -2.060)
H (-2.169, -2.481, 2.937)
H (-4.563, -2.851, 2.990)
H (-6.095, -1.171, 1.940)
H (-5.137, 0.749, 0.788)
H (-5.463, 2.828, -0.495)
H (-7.011, 4.413, 0.477)
H (-6.448, 5.593, 2.587)
H (-4.269, 5.128, 3.681)
H (-2.692, 3.555, 2.677)
H (-3.459, -0.801, -0.889)
H (-4.325, -1.539, -3.030)
H (-5.052, 0.134, -4.729)
H (-4.808, 2.554, -4.217)
H (-3.877, 3.276, -2.091)
H (0.911, -3.038, 3.559)
H (1.538, -5.352, 3.038)
H (1.167, -6.260, 0.758)
H (0.196, -4.805, -0.982)
H (-0.719, -0.437, -3.320)
H (0.746, -0.148, -5.273)
H (2.840, -1.464, -5.464)
H (3.429, -3.091, -3.699)
H (1.947, -3.406, -1.758)
H (-3.058, -2.908, 0.234)
H (-4.980, -4.231, -0.514)
H (-5.051, -5.135, -2.826)
H (-3.163, -4.698, -4.366)
H (-1.236, -3.372, -3.618)
H (0.689, 0.348, 4.706)
H (2.727, 1.370, 5.589)
H (4.606, 1.883, 3.999)
H (4.346, 1.578, 1.615)
H (3.223, -1.167, 2.881)
H (4.637, -3.038, 3.593)
H (5.701, -4.520, 1.918)
H (5.357, -4.073, -0.501)
H (3.976, -2.175, -1.213)
H (5.351, 0.129, -0.116)
H (6.705, 1.354, -1.765)
H (5.603, 2.571, -3.619)
H (3.129, 2.563, -3.795)
H (1.780, 1.347, -2.145)
C (1.483, 3.258, 1.691)
O (1.644, 2.093, 0.901)
H (2.391, 3.868, 1.693)
H (1.225, 3.000, 2.721)
H (0.661, 3.833, 1.264)
F (-1.616, 2.181, 1.634)
C (-1.249, 2.286, -0.677)
F (-1.408, 2.574, -2.050)
H (-0.689, 3.098, -0.229)

Forces on atoms 1 to 2 (eV/Å):
0.017 -0.223 -0.463
-0.022 -0.013 -0.043

Computed properties:
Kohn-Sham gap = 5.724 eV
Molecular weight = 1065.38 g/mol
E_tot = -157401.3789 eV
2S+1 = 1
Charge = -1

Löwdin population analysis, charges in e, atoms 1 to 8: 0.6275 -0.2964 0.9072 -0.2238 -0.1478 -0.0983 -0.0786 -0.1052

---

The following is a quantum chemistry calculation of the molecule C2H3N2OP, from the Open Molecules 2025 dataset.

Cartesian coordinates (Å):
C (0.584, 0.646, 0.106)
C (1.422, -0.427, -0.143)
N (-0.988, -1.041, -0.257)
N (-0.707, 0.240, -0.074)
O (-1.803, 0.974, 0.054)
P (0.450, -1.914, -0.391)
H (0.961, 1.584, 0.334)
H (2.538, -0.528, -0.202)
H (-2.457, 0.466, 0.573)

Forces on atoms 1 to 2 (eV/Å):
0.044 -2.593 -1.147
0.190 -1.995 -0.200

Computed properties:
Kohn-Sham gap = 9.597 eV
SMILES = On1ccpn1
Molecular weight = 102.03 g/mol
E_tot = -16436.2433 eV
2S+1 = 1
Charge = 0

natural (NBO) population analysis, charges in e, atoms 1 to 8: -0.0838 -0.6485 -0.6064 0.1409 -0.5110 0.7321 0.2352 0.2493

---

Which of these has the lowest molecular weight? C3H7N3